#one
ORCA calculation (the ωB97M-V functional and the def2-TZVPD basis) on 17 unconnected molecules or ions with the total composition C68H187N17O17.

Geometry as XYZ:
```
289
Properties=species:S:1:pos:R:3
C 4.501 -1.444 6.867
C 3.389 -1.017 5.968
C 3.081 -1.921 4.741
O 4.212 -2.062 3.911
C 4.132 -2.798 2.744
N 2.152 -1.000 6.735
H 4.747 -0.776 7.692
H 5.437 -1.542 6.317
H 4.226 -2.418 7.272
H 3.563 -0.013 5.582
H 2.317 -1.566 4.049
H 2.797 -2.933 5.031
H 5.042 -2.605 2.176
H 3.243 -2.462 2.210
H 4.145 -3.855 3.011
H 1.386 -0.640 6.184
H 2.294 -0.264 7.412
C -2.570 -1.087 -3.700
C -3.578 -1.379 -4.776
C -3.921 -2.928 -4.757
O -2.850 -3.775 -5.047
C -2.684 -4.141 -6.445
N -4.718 -0.613 -4.390
H -2.768 -1.601 -2.759
H -2.479 -0.003 -3.633
H -1.588 -1.353 -4.091
H -3.116 -1.031 -5.700
H -4.743 -3.158 -5.435
H -4.324 -3.238 -3.793
H -1.747 -4.675 -6.609
H -2.743 -3.277 -7.106
H -3.519 -4.770 -6.752
H -5.168 -0.982 -3.564
H -5.518 -0.767 -4.987
C -3.039 -5.037 2.647
C -2.936 -6.467 2.896
C -1.839 -6.917 3.967
O -0.544 -6.842 3.472
C 0.516 -7.067 4.447
N -4.221 -6.931 3.302
H -3.574 -4.769 1.737
H -2.040 -4.650 2.446
H -3.337 -4.519 3.558
H -2.689 -6.928 1.940
H -1.995 -7.972 4.193
H -1.913 -6.442 4.946
H 0.235 -7.936 5.042
H 0.759 -6.268 5.147
H 1.391 -7.359 3.866
H -4.845 -6.487 2.642
H -4.443 -6.430 4.150
C 0.848 1.717 4.399
C 1.654 3.069 4.463
C 0.760 4.244 4.812
O 0.171 4.157 6.128
C -0.556 5.317 6.463
N 2.720 2.681 5.329
H 0.543 1.392 5.394
H 1.402 0.851 4.035
H -0.062 1.786 3.804
H 2.158 3.322 3.530
H -0.003 4.347 4.040
H 1.404 5.118 4.714
H -1.382 5.541 5.788
H 0.127 6.160 6.567
H -1.064 5.174 7.417
H 3.081 3.492 5.812
H 2.294 2.215 6.118
C -4.136 -1.206 3.639
C -3.129 -1.057 4.815
C -1.630 -1.021 4.478
O -1.111 -2.252 4.024
C -1.096 -3.248 5.020
N -3.607 0.077 5.601
H -5.079 -1.494 4.103
H -3.827 -2.090 3.081
H -4.145 -0.258 3.101
H -3.241 -1.892 5.507
H -0.962 -0.731 5.290
H -1.561 -0.269 3.692
H -0.566 -4.111 4.616
H -2.045 -3.652 5.371
H -0.475 -2.822 5.808
H -4.559 -0.099 5.890
H -3.573 0.919 5.044
C 0.717 1.467 -2.918
C 0.550 2.409 -4.092
C -0.628 2.034 -5.083
O -0.383 2.739 -6.264
C -1.484 2.807 -7.188
N 0.326 3.737 -3.475
H 1.651 1.642 -2.385
H 0.652 0.398 -3.121
H -0.118 1.627 -2.237
H 1.447 2.415 -4.712
H -1.556 2.429 -4.668
H -0.575 0.968 -5.303
H -1.206 3.459 -8.017
H -2.406 3.310 -6.895
H -1.747 1.821 -7.571
H -0.487 3.698 -2.878
H 1.033 3.870 -2.766
C -4.075 2.256 -2.151
C -4.577 3.652 -2.509
C -3.529 4.537 -3.166
O -2.260 4.630 -2.540
C -2.282 5.553 -1.430
N -5.788 3.603 -3.358
H -4.834 1.607 -1.714
H -3.188 2.271 -1.518
H -3.681 1.750 -3.033
H -4.970 4.087 -1.591
H -3.890 5.559 -3.285
H -3.318 4.049 -4.118
H -2.535 6.539 -1.820
H -1.322 5.628 -0.919
H -3.067 5.258 -0.733
H -5.698 3.660 -4.362
H -6.447 2.878 -3.111
C -5.504 -1.309 -0.489
C -5.661 -2.628 -1.241
C -6.205 -3.875 -0.418
O -6.219 -5.053 -1.181
C -6.396 -6.212 -0.373
N -6.500 -2.274 -2.345
H -4.940 -1.301 0.444
H -6.482 -0.974 -0.144
H -4.976 -0.579 -1.102
H -4.709 -2.846 -1.724
H -7.163 -3.618 0.034
H -5.482 -3.985 0.391
H -6.250 -7.103 -0.984
H -7.399 -6.370 0.024
H -5.716 -6.354 0.467
H -7.361 -1.906 -1.967
H -6.844 -3.169 -2.664
C 3.460 7.455 -4.449
C 3.201 6.085 -3.782
C 2.367 6.132 -2.451
O 2.384 4.873 -1.785
C 3.555 4.535 -1.067
N 2.527 5.269 -4.785
H 3.818 7.354 -5.473
H 4.220 8.035 -3.924
H 2.579 8.098 -4.453
H 4.158 5.581 -3.647
H 1.334 6.411 -2.659
H 2.786 6.907 -1.809
H 3.504 4.752 0.000
H 4.464 5.032 -1.406
H 3.640 3.448 -1.068
H 2.161 4.430 -4.357
H 1.771 5.729 -5.271
C 1.511 -2.236 -7.862
C 1.455 -1.550 -6.466
C 1.456 -2.506 -5.256
O 1.319 -1.712 -4.088
C 1.323 -2.405 -2.871
N 2.584 -0.652 -6.266
H 0.597 -2.819 -7.974
H 2.330 -2.952 -7.803
H 1.574 -1.552 -8.709
H 0.508 -1.013 -6.405
H 2.390 -3.061 -5.161
H 0.628 -3.214 -5.274
H 1.380 -1.611 -2.126
H 2.275 -2.936 -2.858
H 0.426 -3.004 -2.712
H 2.725 0.009 -7.017
H 2.380 -0.093 -5.450
C -1.745 -0.510 0.123
C -0.569 -1.469 0.486
C 0.660 -0.816 1.186
O 1.413 -0.156 0.175
C 2.625 0.420 0.604
N -1.159 -2.581 1.178
H -1.283 0.281 -0.468
H -2.033 0.033 1.023
H -2.622 -0.997 -0.304
H -0.308 -1.866 -0.495
H 1.282 -1.604 1.613
H 0.264 -0.146 1.949
H 3.055 0.712 -0.354
H 3.356 -0.321 0.926
H 2.585 1.275 1.279
H -1.200 -2.434 2.177
H -0.565 -3.396 1.130
C -3.809 -9.191 -1.766
C -2.717 -8.172 -2.076
C -2.765 -6.979 -1.095
O -1.798 -6.077 -1.536
C -2.321 -4.756 -1.545
N -1.452 -8.794 -1.739
H -3.602 -9.989 -2.480
H -4.827 -8.833 -1.919
H -3.663 -9.582 -0.759
H -2.764 -7.938 -3.140
H -2.532 -7.360 -0.101
H -3.784 -6.592 -1.077
H -2.434 -4.315 -0.555
H -3.167 -4.776 -2.232
H -1.631 -4.063 -2.027
H -0.877 -7.967 -1.813
H -1.446 -9.129 -0.786
C 4.229 -0.701 -2.792
C 5.740 -0.552 -3.006
C 6.503 -0.062 -1.712
O 6.122 1.240 -1.312
C 6.665 2.317 -2.040
N 6.255 -1.810 -3.562
H 3.821 -1.041 -3.744
H 3.755 0.247 -2.539
H 4.055 -1.375 -1.953
H 5.854 0.173 -3.813
H 7.578 -0.036 -1.893
H 6.458 -0.782 -0.895
H 6.017 3.180 -1.884
H 6.569 2.248 -3.124
H 7.649 2.553 -1.637
H 5.929 -1.892 -4.514
H 7.248 -1.719 -3.724
C 6.909 6.332 1.043
C 7.828 5.205 1.366
C 7.100 3.815 1.518
O 6.145 3.847 2.549
C 5.404 2.610 2.676
N 8.771 5.046 0.249
H 7.548 7.209 0.936
H 6.313 6.511 1.938
H 6.324 6.107 0.151
H 8.382 5.338 2.295
H 7.791 2.988 1.679
H 6.671 3.499 0.567
H 4.852 2.287 1.793
H 4.800 2.743 3.574
H 6.154 1.841 2.860
H 9.045 5.957 -0.088
H 9.648 4.644 0.547
C 1.348 -7.205 0.438
C 1.415 -5.744 0.933
C 2.152 -4.788 -0.038
O 3.536 -5.115 0.056
C 4.303 -4.235 -0.733
N 0.021 -5.310 1.012
H 1.124 -7.802 1.322
H 2.286 -7.495 -0.036
H 0.563 -7.328 -0.309
H 1.836 -5.658 1.935
H 1.863 -3.769 0.217
H 1.814 -4.936 -1.064
H 4.161 -3.204 -0.409
H 3.868 -4.079 -1.720
H 5.334 -4.579 -0.811
H -0.484 -5.610 0.190
H -0.371 -5.881 1.747
C -4.173 2.591 1.590
C -3.524 3.447 2.740
C -3.730 5.004 2.631
O -2.921 5.605 3.571
C -3.258 6.969 3.938
N -4.095 2.964 3.993
H -4.532 1.580 1.781
H -3.444 2.569 0.779
H -5.089 2.976 1.142
H -2.448 3.288 2.806
H -4.796 5.193 2.751
H -3.387 5.367 1.662
H -2.570 7.239 4.739
H -4.304 7.065 4.230
H -3.007 7.669 3.141
H -5.044 3.290 4.105
H -3.646 3.546 4.686
C -0.179 7.891 1.642
C 0.634 6.821 2.324
C 0.817 5.598 1.415
O -0.351 4.772 1.354
C -0.167 3.597 0.611
N 1.903 7.402 2.766
H -0.359 8.709 2.340
H -1.135 7.456 1.353
H 0.327 8.257 0.749
H 0.080 6.499 3.206
H 1.667 5.035 1.800
H 1.039 5.974 0.416
H -0.986 2.915 0.840
H 0.629 2.952 0.985
H -0.059 3.827 -0.449
H 1.784 8.127 3.458
H 2.481 6.799 3.333
```

Output
E_LUMO = 0.527 eV
HOMO-LUMO gap = 8.534 eV
net charge = 0

=====

#two
ORCA calculation (the ωB97M-V functional and the def2-TZVPD basis) on 17 unconnected molecules or ions with the total composition C68H187N17O17.

Geometry as XYZ:
```
289
Properties=species:S:1:pos:R:3
C -13.093 -28.541 11.743
C -13.909 -29.154 10.656
C -14.306 -28.044 9.672
O -15.328 -27.327 10.315
C -15.487 -26.021 9.804
N -13.157 -30.196 9.967
H -12.497 -29.331 12.150
H -13.662 -27.993 12.516
H -12.371 -27.805 11.393
H -14.807 -29.510 11.121
H -14.771 -28.459 8.805
H -13.494 -27.429 9.349
H -14.568 -25.430 9.929
H -16.256 -25.529 10.485
H -15.863 -25.951 8.765
H -13.512 -30.555 9.069
H -12.216 -29.871 9.770
C -12.373 -23.601 2.206
C -13.131 -24.762 2.729
C -13.342 -24.652 4.228
O -13.929 -25.820 4.668
C -14.214 -25.722 6.071
N -14.546 -24.770 2.210
H -12.176 -23.709 1.089
H -11.383 -23.585 2.725
H -12.762 -22.624 2.362
H -12.584 -25.730 2.535
H -13.908 -23.763 4.568
H -12.373 -24.418 4.767
H -14.983 -24.901 6.264
H -13.288 -25.608 6.653
H -14.593 -26.695 6.368
H -14.741 -24.899 1.210
H -15.114 -25.388 2.824
C -14.365 -22.042 7.582
C -15.603 -21.541 8.235
C -16.012 -20.306 7.448
O -17.262 -19.742 7.939
C -17.579 -18.569 7.170
N -16.510 -22.655 8.318
H -13.573 -21.295 7.465
H -14.539 -22.558 6.656
H -13.996 -22.859 8.282
H -15.403 -21.177 9.270
H -16.171 -20.664 6.395
H -15.247 -19.496 7.409
H -17.837 -18.848 6.165
H -16.753 -17.860 7.203
H -18.451 -18.098 7.592
H -16.855 -22.821 7.331
H -17.313 -22.429 8.916
C -18.569 -28.598 2.238
C -19.500 -28.812 3.405
C -20.582 -27.756 3.350
O -21.482 -27.923 4.405
C -22.396 -26.863 4.523
N -20.085 -30.155 3.424
H -17.772 -29.424 2.192
H -18.017 -27.688 2.394
H -19.002 -28.574 1.231
H -18.973 -28.644 4.367
H -21.151 -27.786 2.392
H -20.169 -26.770 3.412
H -23.066 -26.857 3.646
H -21.870 -25.858 4.625
H -22.930 -27.057 5.463
H -20.898 -30.245 4.082
H -19.379 -30.836 3.580
C -11.437 -20.104 5.909
C -10.965 -21.475 6.314
C -9.625 -21.814 5.627
O -9.842 -21.832 4.256
C -8.766 -22.527 3.596
N -10.880 -21.593 7.748
H -11.627 -20.087 4.865
H -10.602 -19.397 6.158
H -12.268 -19.661 6.458
H -11.639 -22.258 5.984
H -9.160 -22.751 5.944
H -8.866 -21.060 5.878
H -7.826 -22.037 3.923
H -9.000 -22.501 2.553
H -8.658 -23.551 3.924
H -10.820 -20.682 8.217
H -10.082 -22.189 8.030
C -20.367 -26.465 11.361
C -20.633 -26.824 9.900
C -19.506 -26.379 8.991
O -19.978 -26.492 7.695
C -19.074 -26.024 6.708
N -20.983 -28.239 9.626
H -19.452 -26.828 11.787
H -21.236 -26.780 11.968
H -20.383 -25.382 11.474
H -21.500 -26.207 9.607
H -18.571 -26.954 9.164
H -19.210 -25.343 9.146
H -18.874 -24.883 6.891
H -19.492 -26.211 5.721
H -18.043 -26.475 6.748
H -20.186 -28.850 9.853
H -21.318 -28.381 8.682
C -20.151 -25.000 0.341
C -19.044 -24.833 -0.720
C -18.919 -23.327 -1.239
O -20.111 -22.690 -1.627
C -20.454 -23.089 -2.928
N -17.761 -25.251 -0.242
H -20.401 -26.022 0.647
H -21.063 -24.517 -0.005
H -19.761 -24.506 1.217
H -19.274 -25.541 -1.531
H -18.197 -23.436 -2.086
H -18.356 -22.740 -0.540
H -20.577 -24.173 -2.911
H -19.649 -22.797 -3.612
H -21.419 -22.662 -3.171
H -17.344 -24.881 0.593
H -17.619 -26.282 -0.231
C -14.555 -19.803 4.199
C -14.844 -18.318 4.090
C -13.809 -17.485 4.805
O -13.863 -17.884 6.161
C -12.970 -17.177 6.969
N -15.001 -17.770 2.766
H -13.555 -20.060 3.831
H -15.310 -20.247 3.561
H -14.669 -20.161 5.232
H -15.865 -18.202 4.555
H -14.164 -16.478 4.639
H -12.807 -17.514 4.328
H -13.275 -17.390 8.012
H -13.004 -16.092 6.805
H -11.965 -17.514 6.736
H -14.256 -18.078 2.138
H -15.943 -17.952 2.371
C -16.806 -30.103 7.694
C -17.894 -30.546 6.718
C -18.122 -32.046 6.821
O -17.047 -32.851 6.287
C -17.481 -34.233 6.327
N -19.082 -29.823 7.020
H -17.018 -30.414 8.699
H -16.700 -29.032 7.592
H -15.832 -30.619 7.481
H -17.558 -30.561 5.649
H -19.066 -32.250 6.209
H -18.351 -32.270 7.879
H -17.739 -34.488 7.378
H -16.693 -34.909 5.980
H -18.354 -34.465 5.732
H -19.810 -29.896 6.296
H -18.900 -28.893 7.365
C -8.683 -27.145 0.217
C -8.289 -26.190 1.370
C -7.469 -25.022 0.824
O -8.117 -24.489 -0.324
C -7.562 -23.231 -0.645
N -9.425 -25.672 2.082
H -7.753 -27.476 -0.248
H -9.274 -26.727 -0.553
H -9.151 -28.054 0.598
H -7.637 -26.754 2.098
H -6.423 -25.339 0.576
H -7.389 -24.182 1.534
H -7.752 -23.095 -1.688
H -6.482 -23.246 -0.487
H -7.957 -22.477 0.040
H -9.971 -24.999 1.542
H -9.937 -26.508 2.378
C -16.523 -19.798 -1.221
C -16.213 -20.504 0.098
C -17.223 -20.356 1.229
O -17.468 -19.023 1.462
C -18.062 -18.873 2.703
N -16.067 -22.009 -0.006
H -15.758 -20.128 -1.942
H -16.510 -18.687 -1.040
H -17.475 -20.075 -1.636
H -15.282 -20.056 0.519
H -16.839 -20.806 2.167
H -18.131 -20.950 0.988
H -19.151 -18.887 2.637
H -17.848 -17.875 2.974
H -17.569 -19.531 3.423
H -15.742 -22.395 -0.851
H -15.436 -22.321 0.727
C -10.100 -18.864 -0.020
C -9.957 -19.580 1.317
C -9.284 -18.700 2.394
O -8.003 -18.319 1.928
C -6.879 -18.981 2.491
N -11.276 -20.023 1.655
H -10.595 -19.452 -0.762
H -9.140 -18.558 -0.445
H -10.728 -17.981 0.094
H -9.287 -20.483 1.195
H -9.155 -19.232 3.346
H -9.905 -17.840 2.654
H -6.038 -18.544 1.959
H -6.826 -20.112 2.451
H -6.840 -18.707 3.595
H -11.226 -20.402 2.599
H -11.559 -20.703 0.982
C -20.360 -22.119 6.674
C -20.313 -21.898 5.150
C -19.359 -22.848 4.411
O -18.050 -22.582 4.827
C -17.097 -23.537 4.374
N -21.671 -22.048 4.545
H -19.932 -23.068 7.050
H -21.406 -22.173 6.975
H -19.804 -21.321 7.174
H -19.937 -20.830 4.946
H -19.417 -22.804 3.296
H -19.686 -23.885 4.661
H -16.100 -23.150 4.602
H -17.181 -23.661 3.311
H -17.212 -24.520 4.903
H -21.847 -23.039 4.478
H -21.666 -21.744 3.596
C -12.609 -32.710 6.139
C -12.048 -31.365 5.714
C -12.955 -30.705 4.717
O -12.339 -29.555 4.243
C -13.070 -29.003 3.180
N -11.918 -30.561 6.955
H -12.135 -33.026 7.080
H -12.489 -33.488 5.389
H -13.690 -32.645 6.340
H -11.097 -31.527 5.191
H -13.869 -30.427 5.295
H -13.248 -31.446 3.939
H -14.096 -28.792 3.551
H -13.068 -29.689 2.317
H -12.640 -28.043 2.918
H -11.511 -31.089 7.688
H -11.355 -29.769 6.817
C -11.290 -22.479 -1.525
C -11.578 -22.099 -2.999
C -10.492 -22.776 -3.896
O -10.670 -22.315 -5.200
C -9.805 -22.893 -6.209
N -13.002 -22.480 -3.291
H -11.203 -23.620 -1.483
H -12.168 -22.135 -0.948
H -10.403 -21.983 -1.191
H -11.429 -21.058 -3.283
H -10.567 -23.842 -3.903
H -9.514 -22.467 -3.455
H -9.536 -23.989 -6.090
H -8.854 -22.298 -6.326
H -10.176 -22.732 -7.216
H -13.661 -22.030 -2.648
H -13.195 -22.118 -4.211
C -12.328 -26.351 -0.423
C -13.486 -26.133 -1.371
C -14.487 -27.264 -1.165
O -15.693 -27.219 -1.957
C -15.395 -27.506 -3.326
N -14.096 -24.860 -1.084
H -11.849 -27.343 -0.541
H -12.730 -26.255 0.597
H -11.646 -25.492 -0.452
H -13.176 -26.123 -2.450
H -14.869 -27.164 -0.155
H -13.983 -28.240 -1.278
H -14.941 -26.624 -3.840
H -16.192 -27.953 -3.881
H -14.644 -28.289 -3.423
H -13.563 -24.127 -1.577
H -15.072 -24.892 -1.330
C -8.307 -27.290 5.315
C -9.638 -27.855 5.019
C -10.700 -26.741 5.179
O -10.726 -26.419 6.508
C -10.678 -24.998 6.768
N -9.734 -28.290 3.658
H -8.277 -26.280 4.951
H -7.476 -27.851 4.914
H -8.203 -27.220 6.393
H -9.844 -28.609 5.850
H -11.645 -27.169 4.900
H -10.388 -25.927 4.528
H -11.601 -24.637 7.272
H -10.598 -24.397 5.852
H -9.847 -24.818 7.421
H -9.001 -28.946 3.498
H -10.547 -28.874 3.670
```

Output
E_LUMO = 0.487 eV
HOMO-LUMO gap = 9.170 eV
net charge = 0

=====

In kcal/mol, relative to the most stable structure: #one 37.2; #two 0.0.